{
  "formula": "C30H26ClNO11",
  "method": "wB97M-V/def2-TZVPD",
  "symbols": ["C", "C", "Cl", "C", "C", "O", "C", "O", "O", "C", "N", "H", "H", "H", "H", "H", "H", "H", "H", "H", "H", "O", "C", "C", "C", "C", "O", "C", "C", "H", "H", "H", "H", "O", "C", "C", "C", "C", "O", "C", "C", "H", "H", "H", "H", "O", "C", "C", "C", "C", "O", "C", "C", "H", "H", "H", "H", "O", "C", "C", "C", "C", "O", "C", "C", "H", "H", "H", "H"],
  "positions_angstrom": [[-0.251, -0.018, 2.041], [-0.858, -1.073, 1.073], [0.570, -2.092, 0.555], [-1.861, -2.014, 1.803], [-3.333, -1.676, 1.495], [-4.132, -1.996, 2.672], [-4.848, -0.853, 2.943], [-5.152, -0.455, 3.967], [-5.069, -0.262, 1.710], [-3.696, -0.217, 1.205], [-3.679, 0.250, -0.148], [0.660, 0.383, 1.567], [0.051, -0.513, 2.974], [-0.993, 0.782, 2.188], [-1.307, -0.593, 0.194], [-1.657, -2.036, 2.884], [-1.684, -3.038, 1.439], [-3.740, -2.314, 0.694], [-3.208, 0.433, 1.962], [-3.040, 1.046, -0.207], [-4.597, 0.654, -0.337], [-1.042, 2.263, -0.291], [0.093, 2.555, -0.622], [1.121, 2.904, 0.386], [2.362, 3.218, 0.024], [2.767, 3.230, -1.403], [3.900, 3.513, -1.734], [1.736, 2.882, -2.411], [0.496, 2.568, -2.046], [0.807, 2.887, 1.422], [3.128, 3.476, 0.745], [2.045, 2.895, -3.443], [-0.269, 2.309, -2.766], [-2.689, 0.661, 9.292], [-2.696, -0.295, 8.545], [-1.940, -1.530, 8.870], [-1.944, -2.578, 8.050], [-2.705, -2.557, 6.777], [-2.708, -3.515, 6.032], [-3.461, -1.323, 6.452], [-3.456, -0.275, 7.273], [-1.391, -1.527, 9.803], [-1.398, -3.487, 8.270], [-4.011, -1.323, 5.519], [-4.002, 0.634, 7.053], [5.816, -2.558, -4.043], [5.262, -1.869, -3.212], [4.821, -0.488, -3.528], [4.215, 0.269, -2.617], [3.953, -0.237, -1.247], [3.399, 0.454, -0.418], [4.393, -1.617, -0.932], [4.999, -2.374, -1.843], [5.022, -0.137, -4.533], [3.888, 1.281, -2.827], [4.193, -1.967, 0.073], [5.327, -3.384, -1.631], [1.005, 2.683, -5.196], [0.994, 1.858, -6.089], [1.964, 0.738, -6.111], [1.954, -0.164, -7.090], [0.971, -0.087, -8.199], [0.961, -0.909, -9.088], [0.002, 1.036, -8.175], [0.013, 1.937, -7.196], [2.673, 0.697, -5.294], [2.654, -0.989, -7.124], [-0.708, 1.077, -8.992], [-0.687, 2.762, -7.161]],
  "total_energy_ev": -68061.9660,
  "homo_energy_ev": -10.02,
  "multiplicity": 1,
  "smiles": "C[C@@H](Cl)C[C@H]1OC(=O)O[C@@H]1N.O=C1C=CC(=O)C=C1.O=C1C=CC(=O)C=C1.O=C1C=CC(=O)C=C1.O=C1C=CC(=O)C=C1"
}

{
  "formula": "C30H26LiN2O3P2",
  "method": "wB97M-V/def2-TZVPD",
  "symbols": ["Li", "C", "P", "C", "C", "C", "C", "C", "C", "C", "C", "C", "C", "C", "C", "C", "C", "C", "C", "C", "P", "C", "C", "C", "C", "C", "C", "C", "C", "C", "C", "C", "C", "N", "H", "H", "H", "H", "H", "H", "H", "H", "H", "H", "H", "H", "H", "H", "H", "H", "H", "H", "H", "H", "H", "H", "H", "H", "H", "H", "O", "N", "O", "O"],
  "positions_angstrom": [[0.190, 0.021, 1.057], [0.759, -3.093, -0.260], [1.806, -2.701, 1.174], [2.517, -1.079, 0.679], [2.925, -0.123, 1.606], [3.633, 1.005, 1.203], [3.962, 1.186, -0.133], [3.551, 0.246, -1.069], [2.830, -0.872, -0.669], [0.593, -2.373, 2.513], [-0.783, -2.542, 2.342], [-1.652, -2.446, 3.424], [-1.168, -2.163, 4.689], [0.199, -2.001, 4.878], [1.069, -2.131, 3.807], [-0.108, -2.081, -0.960], [-0.920, -2.411, -2.031], [-1.532, -1.202, -2.434], [-1.025, -0.217, -1.595], [-1.366, 1.250, -1.727], [-0.888, 2.366, -0.331], [-1.987, 3.787, -0.797], [-3.122, 4.010, -0.017], [-4.040, 5.001, -0.350], [-3.832, 5.790, -1.472], [-2.701, 5.584, -2.255], [-1.788, 4.593, -1.919], [0.723, 3.024, -0.937], [1.226, 4.189, -0.352], [2.444, 4.716, -0.749], [3.191, 4.081, -1.739], [2.713, 2.912, -2.309], [1.491, 2.379, -1.903], [-0.162, -0.749, -0.670], [0.172, -3.944, 0.100], [1.438, -3.536, -0.992], [2.668, -0.233, 2.655], [3.911, 1.750, 1.939], [4.515, 2.065, -0.445], [3.772, 0.391, -2.120], [2.488, -1.578, -1.418], [-1.189, -2.730, 1.354], [-2.717, -2.558, 3.262], [-1.850, -2.060, 5.524], [0.589, -1.782, 5.865], [2.138, -2.075, 3.981], [-1.046, -3.397, -2.460], [-2.233, -1.054, -3.245], [-2.450, 1.353, -1.806], [-0.955, 1.674, -2.648], [-3.277, 3.400, 0.867], [-4.914, 5.160, 0.272], [-4.542, 6.564, -1.734], [-2.530, 6.200, -3.131], [-0.906, 4.446, -2.532], [0.650, 4.688, 0.421], [2.819, 5.617, -0.279], [4.146, 4.488, -2.048], [3.292, 2.405, -3.073], [1.146, 1.443, -2.331], [-0.814, 0.719, 2.529], [0.189, 1.470, 2.729], [0.229, 2.275, 3.642], [1.152, 1.360, 1.888]],
  "total_energy_ev": -59437.6512,
  "homo_energy_ev": -4.01,
  "charge": -1,
  "multiplicity": 1
}

{
  "formula": "C30H26MoN2Se",
  "method": "wB97M-V/def2-TZVPD",
  "symbols": ["Mo", "C", "C", "C", "C", "C", "C", "H", "H", "H", "H", "H", "H", "C", "N", "C", "Se", "N", "C", "C", "C", "C", "C", "C", "H", "H", "H", "H", "H", "H", "H", "H", "C", "C", "C", "C", "C", "C", "C", "C", "C", "C", "C", "C", "C", "C", "C", "H", "H", "H", "H", "H", "H", "H", "H", "H", "H", "C", "H", "H"],
  "positions_angstrom": [[-2.129, 0.081, 1.380], [-3.178, 2.042, 1.403], [-2.142, 2.288, 2.368], [-1.936, 1.402, 3.398], [-2.775, 0.234, 3.531], [-4.012, 0.236, 2.825], [-4.202, 1.109, 1.766], [-3.307, 2.706, 0.564], [-1.443, 3.096, 2.202], [-1.076, 1.520, 4.043], [-2.613, -0.453, 4.349], [-4.735, -0.547, 3.006], [-5.071, 0.999, 1.134], [0.973, -1.942, -0.433], [0.298, -2.716, 0.595], [-0.232, -2.223, 1.727], [-3.020, -1.634, 0.096], [-0.833, -3.249, 2.378], [-0.808, -4.390, 1.587], [-1.338, -5.655, 1.757], [-1.098, -6.576, 0.748], [-0.349, -6.241, -0.380], [0.183, -4.970, -0.545], [-0.068, -4.052, 0.459], [0.723, -0.892, -0.314], [0.606, -2.267, -1.405], [2.053, -2.084, -0.376], [-1.449, -3.090, 3.156], [-1.920, -5.914, 2.631], [-1.502, -7.575, 0.838], [-0.184, -6.986, -1.146], [0.759, -4.710, -1.422], [-0.760, 0.923, 0.144], [0.092, 1.493, -0.560], [1.036, 2.119, -1.325], [0.614, 2.950, -2.461], [1.391, 4.019, -2.924], [0.954, 4.817, -3.969], [-0.267, 4.567, -4.580], [-1.052, 3.514, -4.127], [-0.620, 2.717, -3.081], [2.455, 1.891, -1.001], [3.448, 1.869, -1.987], [4.766, 1.585, -1.666], [5.130, 1.319, -0.353], [4.156, 1.336, 0.638], [2.839, 1.617, 0.318], [2.335, 4.239, -2.443], [1.568, 5.643, -4.303], [-0.606, 5.189, -5.398], [-2.006, 3.309, -4.595], [-1.232, 1.897, -2.728], [3.177, 2.053, -3.018], [5.513, 1.563, -2.450], [6.160, 1.100, -0.105], [4.427, 1.136, 1.667], [2.080, 1.634, 1.091], [-0.203, -0.869, 2.197], [-0.224, -0.854, 3.286], [0.653, -0.322, 1.815]],
  "total_energy_ev": -101711.8237,
  "homo_energy_ev": [-5.46, -5.46],
  "multiplicity": 1
}

Molar mass across the listed records, respectively: 611.99 531.44 589.45 Da.